Record 1
ClH2NO2Si as an isolated structure. Source: the Open Molecules 2025 dataset; level of theory: ωB97M-V with the def2-TZVPD basis set.

Values from the calculation:
**Gap between HOMO and LUMO**: 7.421 eV
**HOMO**: -0.317 hartree
**Energy above the lowest of the compared OMol25 structures with the same formula, charge and spin**: 2.144 eV
**Maximum force**: 3.2 eV/A

The geometry in ORCA input format:
```
! wB97M-V def2-TZVPD RIJCOSX def2/J DEFGRID3
* xyz 0 1
N -2.012 -0.928 -0.469
O -0.841 -0.932 0.124
O -2.380 -0.027 -1.161
Si 1.190 0.244 0.447
Cl 1.070 1.240 -1.233
H 0.508 0.939 1.553
H 2.465 -0.535 0.739
*
```


Record 2
ClH2NO2Si as an isolated structure. Source: the Open Molecules 2025 dataset; level of theory: ωB97M-V with the def2-TZVPD basis set.

Values from the calculation:
**Gap between HOMO and LUMO (spin up / spin down)**: 7.718 / 5.506 eV
**HOMO (spin up / spin down)**: -0.283 / -0.389 hartree
**Energy above the lowest of the compared OMol25 structures with the same formula, charge and spin**: 4.206 eV
**Maximum force**: 2.8 eV/A
**⟨S²⟩**: 2.0077

The geometry in ORCA input format:
```
! wB97M-V def2-TZVPD RIJCOSX def2/J DEFGRID3
* xyz 0 3
N -0.008 1.221 -0.006
O 0.063 1.703 -1.142
O 0.107 1.760 1.082
Si -0.350 -0.480 0.027
Cl 1.845 -2.225 0.501
H -1.295 -1.014 1.000
H -0.363 -0.965 -1.463
*
```


Record 3
ClH2NOS2 in the gas phase. Source: the Open Molecules 2025 dataset; level of theory: ωB97M-V with the def2-TZVPD basis set.

Values from the calculation:
**Gap between HOMO and LUMO**: 8.554 eV
**HOMO**: -0.345 hartree
**SMILES**: N[S@](=O)(=S)Cl
**Energy above the lowest of the compared OMol25 structures with the same formula, charge and spin**: 0.459 eV
**Maximum force**: 4.0 eV/A

The geometry in ORCA input format:
```
! wB97M-V def2-TZVPD RIJCOSX def2/J DEFGRID3
* xyz 0 1
N -0.312 -0.036 -0.944
O -0.314 -1.287 1.225
S -0.201 1.762 1.495
S 0.161 -0.087 0.582
Cl 2.182 -0.005 0.097
H -0.472 -0.939 -1.289
H -1.043 0.591 -1.166
*
```


Record 4
A 2-piece molecular cluster, ClH2OP overall. Source: the Open Molecules 2025 dataset; level of theory: ωB97M-V with the def2-TZVPD basis set.

Values from the calculation:
**Gap between HOMO and LUMO**: 8.778 eV
**HOMO**: -0.358 hartree
**SMILES**: O=P.Cl
**Energy above the lowest of the compared OMol25 structures with the same formula, charge and spin**: 1.593 eV
**Maximum force**: 0.9 eV/A

The geometry in ORCA input format:
```
! wB97M-V def2-TZVPD RIJCOSX def2/J DEFGRID3
* xyz 0 1
O 0.875 -0.585 -0.563
P 1.342 -0.308 0.796
Cl -2.256 -0.473 -0.043
H -2.224 0.565 -0.809
H 2.263 0.801 0.619
*
```


Record 5
ClH3N2OS in the gas phase. Source: the Open Molecules 2025 dataset; level of theory: ωB97M-V with the def2-TZVPD basis set.

Values from the calculation:
**Gap between HOMO and LUMO**: 9.715 eV
**HOMO**: -0.393 hartree
**SMILES**: N=[S@@](N)(=O)Cl
**Energy above the lowest of the compared OMol25 structures with the same formula, charge and spin**: 0.813 eV
**Maximum force**: 4.3 eV/A

The geometry in ORCA input format:
```
! wB97M-V def2-TZVPD RIJCOSX def2/J DEFGRID3
* xyz 0 1
N -0.038 -1.263 1.128
N 0.085 -0.028 -1.295
O -1.275 0.977 0.712
S -0.139 0.144 0.528
Cl 1.634 1.341 0.957
H -1.052 -1.528 1.216
H 1.009 -0.460 -1.562
H -0.224 0.816 -1.683
*
```


Record 6
A 2-piece molecular cluster, ClH3N2OS overall. Source: the Open Molecules 2025 dataset; level of theory: ωB97M-V with the def2-TZVPD basis set.

Values from the calculation:
**Gap between HOMO and LUMO (spin up / spin down)**: 10.501 / 8.614 eV
**HOMO (spin up / spin down)**: -0.360 / -0.369 hartree
**Energy above the lowest of the compared OMol25 structures with the same formula, charge and spin**: 0.000 eV
**Maximum force**: 3.4 eV/A
**⟨S²⟩**: 2.0108

The geometry in ORCA input format:
```
! wB97M-V def2-TZVPD RIJCOSX def2/J DEFGRID3
* xyz 0 3
N -1.451 1.258 0.992
N -0.087 -1.174 -0.456
O 0.779 1.092 -0.959
S 0.668 0.215 0.187
Cl 2.491 -0.770 0.522
H -1.363 2.291 0.688
H -0.920 -0.866 -0.925
H -0.117 -2.047 -0.048
*
```


Record 7
ClH3N2S2 in the gas phase. Source: the Open Molecules 2025 dataset; level of theory: ωB97M-V with the def2-TZVPD basis set.

Values from the calculation:
**Gap between HOMO and LUMO**: 8.901 eV
**HOMO**: -0.321 hartree
**SMILES**: SN(S)NCl
**Energy above the lowest of the compared OMol25 structures with the same formula, charge and spin**: 0.839 eV
**Maximum force**: 4.3 eV/A

The geometry in ORCA input format:
```
! wB97M-V def2-TZVPD RIJCOSX def2/J DEFGRID3
* xyz 0 1
N -1.415 0.138 -0.927
N -0.565 0.242 0.113
S 0.185 1.801 0.499
S -1.009 -0.722 1.567
Cl -3.134 0.440 -0.650
H -0.938 0.984 -1.450
H 1.534 1.295 0.789
H 0.109 -1.504 1.657
*
```


Record 8
A 2-piece molecular cluster, ClH3NOP overall. Source: the Open Molecules 2025 dataset; level of theory: ωB97M-V with the def2-TZVPD basis set.

Values from the calculation:
**Gap between HOMO and LUMO**: 6.896 eV
**HOMO**: -0.308 hartree
**Energy above the lowest of the compared OMol25 structures with the same formula, charge and spin**: 1.479 eV
**Maximum force**: 1.6 eV/A

The geometry in ORCA input format:
```
! wB97M-V def2-TZVPD RIJCOSX def2/J DEFGRID3
* xyz 0 1
N -0.585 -0.902 -0.785
O 0.319 -0.174 1.337
P -0.761 0.321 0.276
Cl 1.325 2.770 -0.397
H -1.145 -0.981 -1.616
H 0.173 -1.564 -0.699
H 0.674 0.532 1.884
*
```


Record 9
ClH3O3SSi as an isolated structure. Source: the Open Molecules 2025 dataset; level of theory: ωB97M-V with the def2-TZVPD basis set.

Values from the calculation:
**Gap between HOMO and LUMO (spin up / spin down)**: 8.485 / 8.484 eV
**HOMO (spin up / spin down)**: -0.398 / -0.398 hartree
**Energy above the lowest of the compared OMol25 structures with the same formula, charge and spin**: 4.647 eV
**Maximum force**: 5.6 eV/A

The geometry in ORCA input format:
```
! wB97M-V def2-TZVPD RIJCOSX def2/J DEFGRID3
* xyz 0 1
O 1.768 1.357 -1.079
O 1.616 1.229 1.404
O -0.110 -0.689 0.006
Si -1.704 -0.423 -0.134
S 1.610 0.609 0.130
Cl 2.994 -0.859 0.088
H -2.236 0.119 1.055
H -2.165 0.638 -1.027
H -1.774 -1.980 -0.441
*
```


Record 10
ClH3OSi in the gas phase. Source: the Open Molecules 2025 dataset; level of theory: ωB97M-V with the def2-TZVPD basis set.

Values from the calculation:
**Gap between HOMO and LUMO (spin up / spin down)**: 9.353 / 6.306 eV
**HOMO (spin up / spin down)**: -0.381 / -0.285 hartree
**Energy above the lowest of the compared OMol25 structures with the same formula, charge and spin**: 6.557 eV
**Maximum force**: 4.2 eV/A

The geometry in ORCA input format:
```
! wB97M-V def2-TZVPD RIJCOSX def2/J DEFGRID3
* xyz 0 1
O -0.817 -2.436 0.382
Si 1.473 0.709 -0.032
Cl 0.783 -1.108 0.147
H -0.385 -3.133 -0.092
H 1.467 1.644 1.245
H 1.476 1.732 -1.226
*
```


Record 11
A 3-piece molecular cluster, ClH4O2 overall. Source: the Open Molecules 2025 dataset; level of theory: ωB97M-V with the def2-TZVPD basis set.

Values from the calculation:
**Gap between HOMO and LUMO**: 8.921 eV
**HOMO**: -0.168 hartree
**Energy above the lowest of the compared OMol25 structures with the same formula, charge and spin**: 0.000 eV
**Maximum force**: 0.4 eV/A

The geometry in ORCA input format:
```
! wB97M-V def2-TZVPD RIJCOSX def2/J DEFGRID3
* xyz -1 1
Cl -0.901 0.065 0.072
O 0.150 0.422 -2.930
H -0.332 0.410 -2.068
H 0.283 1.356 -3.112
O 0.461 -0.487 2.910
H 0.297 -1.413 3.109
H 0.043 -0.354 2.018
*
```


Record 12
ClH8O4 as an isolated structure. Source: the Open Molecules 2025 dataset; level of theory: ωB97M-V with the def2-TZVPD basis set.

Values from the calculation:
**Gap between HOMO and LUMO**: 9.512 eV
**HOMO**: -0.198 hartree
**Energy above the lowest of the compared OMol25 structures with the same formula, charge and spin**: 4.071 eV
**Maximum force**: 6.6 eV/A

The geometry in ORCA input format:
```
! wB97M-V def2-TZVPD RIJCOSX def2/J DEFGRID3
* xyz -1 1
Cl -0.323 -0.654 -0.006
O -1.461 -0.212 -2.238
H -0.959 -0.199 -1.424
H -1.574 -1.141 -2.436
O -1.657 0.512 1.561
H -1.229 -0.059 2.199
H -1.284 0.252 0.718
O 1.455 -0.074 1.768
H 2.183 0.285 1.261
H 0.881 -0.473 1.115
O 1.453 0.649 -1.203
H 1.601 1.192 -0.429
H 0.916 -0.078 -0.887
*
```


For each record above, in turn, the calculated electronic energy values are -26014.1188, -26010.5816, -37761.3231, -23890.1877, -28431.7376, -28429.6562, -37217.9026, -25397.4736, -37423.5767, -22491.9522, -16685.1522, -20841.8318 eV.